C5H5NO | the ωB97M-V functional and the def2-TZVPD basis

Output
- SMILES string = O=C1C2=C[C@@H]12.C=N
- gap between HOMO and LUMO (alpha / beta) (eV) = 9.002 / 9.001
- energy above the lowest of the compared OMol25 structures with the same formula, charge and spin (kJ/mol) = 537.6

Bonds (Å) are listed after each position.
Geometry (Å):
1 O 0.3926 0.0698 1.9373  C2 1.197
2 C 1.0596 0.2060 0.9524  O1 1.197, C3 1.520, C5 1.452
3 C 2.3861 0.8711 0.6213  C2 1.520, C4 1.354, C5 1.863
4 C 2.6494 0.0079 -0.3876  C3 1.354, C5 1.454, H6 1.088
5 C 1.1994 -0.0653 -0.4675  C2 1.452, C3 1.863, C4 1.454, H7 1.094
6 H 3.5506 -0.2847 -0.9221  C4 1.088
7 H 0.5414 0.3750 -1.2231  C5 1.094
8 C -2.6261 -0.3720 -0.3559  N9 1.264, H10 1.094, H11 1.092
9 N -1.5961 0.3055 -0.0769  C8 1.264, H12 1.023
10 H -3.2082 -0.9167 0.3939  C8 1.094
11 H -2.9662 -0.4223 -1.3922  C8 1.092
12 H -1.3824 0.2258 0.9203  N9 1.023